No. 1
A structure of composition C26H26IrN4O3Se4. Source: the Open Molecules 2025 dataset; level of theory: ωB97M-V/def2-TZVPD.

XYZ file:
```
64
Properties=species:S:1:pos:R:3
Ir -0.03 1.11 0.22
C -2.59 0.71 -3.68
O -2.41 -0.61 -3.06
C -1.72 -0.38 -1.95
N -1.46 0.82 -1.61
C -2.06 1.71 -2.63
C -1.09 2.72 -3.18
C -1.56 3.97 -3.58
C -0.68 4.91 -4.11
C 0.67 4.60 -4.25
C 1.13 3.35 -3.85
C 0.25 2.41 -3.33
C -1.32 -1.52 -1.09
C -1.87 -2.78 -1.15
C -1.51 -3.70 -0.18
C -0.62 -3.32 0.82
C -0.12 -2.04 0.79
N -0.44 -1.16 -0.16
C 0.79 -1.46 1.80
N 1.12 -0.24 1.79
C 2.09 -0.03 2.88
C 2.12 -1.41 3.58
O 1.29 -2.28 2.73
C 1.73 1.10 3.81
C 2.73 1.61 4.64
C 2.45 2.64 5.52
C 1.17 3.17 5.58
C 0.17 2.67 4.76
C 0.45 1.63 3.88
H -3.65 0.82 -3.90
H -2.01 0.72 -4.60
H -2.88 2.24 -2.14
H -2.60 4.22 -3.45
H -1.05 5.88 -4.41
H 1.35 5.33 -4.65
H 2.18 3.11 -3.95
H 0.62 1.44 -3.02
H -2.58 -3.02 -1.94
H -1.92 -4.70 -0.19
H -0.33 -4.00 1.61
H 3.05 0.20 2.41
H 1.67 -1.40 4.57
H 3.11 -1.86 3.62
H 3.73 1.21 4.58
H 3.23 3.03 6.16
H 0.95 3.99 6.26
H -0.83 3.09 4.79
H -0.34 1.23 3.25
Se 2.39 1.55 -0.58
Se 2.94 3.69 -0.23
Se 0.96 4.91 -0.16
Se -0.66 3.46 0.52
C -3.46 0.44 3.90
N -3.72 1.38 2.81
C -4.72 2.44 2.98
C -2.93 1.36 1.75
O -2.01 0.55 1.59
H -4.25 0.53 4.64
H -2.50 0.64 4.37
H -3.44 -0.58 3.51
H -5.53 2.06 3.59
H -5.12 2.71 2.01
H -4.29 3.32 3.45
H -3.16 2.12 0.99
```

Summary:
HOMO-LUMO gap (spin up / spin down) = 6.22 / 6.15 eV
total charge = +1
HOMO level (spin up / spin down) = -9.3 / -10.3 eV
2S+1 = 5

---

No. 2
A structure of composition C26H26IrN5O. Source: the Open Molecules 2025 dataset; level of theory: ωB97M-V/def2-TZVPD.

XYZ file:
```
59
Properties=species:S:1:pos:R:3
Ir -0.53 0.51 0.21
C 4.05 -2.43 -0.47
C 4.02 -1.48 -1.47
C 3.24 -0.34 -1.35
C 2.43 -0.16 -0.21
C 2.47 -1.13 0.79
C 3.28 -2.25 0.67
N 1.55 0.92 -0.09
C 1.86 2.18 -0.50
C 3.17 2.67 -0.57
C 3.40 3.97 -0.95
C 2.34 4.83 -1.27
C 1.05 4.39 -1.20
C 0.79 3.07 -0.80
N -0.44 2.52 -0.68
N -1.49 3.14 -1.04
C -2.65 2.48 -0.82
C -3.85 3.07 -1.24
C -5.05 2.46 -0.98
C -5.05 1.26 -0.26
C -3.84 0.72 0.12
N -2.66 1.28 -0.18
H 4.67 -3.32 -0.57
H 4.62 -1.62 -2.36
H 3.21 0.39 -2.14
H 1.85 -0.98 1.67
H 3.31 -2.97 1.47
H 4.00 2.02 -0.29
H 4.42 4.34 -0.99
H 2.54 5.86 -1.56
H 0.21 5.04 -1.44
H -3.78 4.01 -1.77
H -5.98 2.89 -1.30
H -5.97 0.77 0.02
H -3.82 -0.19 0.69
C -1.54 -0.82 3.09
O -0.64 0.29 3.24
C -0.33 1.04 2.24
C 0.59 2.12 2.69
H -1.03 -1.72 3.40
H -1.86 -0.91 2.05
H -2.40 -0.65 3.74
H 0.56 2.24 3.77
H 0.36 3.06 2.19
H 1.60 1.84 2.39
C -0.83 -5.89 -0.45
C -0.90 -4.40 -0.55
C -2.05 -3.69 -0.23
C -2.03 -2.31 -0.26
N -0.96 -1.59 -0.61
C 0.13 -2.28 -1.01
C 0.20 -3.65 -0.98
H -1.82 -6.33 -0.37
H -0.27 -6.18 0.45
H -0.32 -6.32 -1.31
H -2.96 -4.20 0.05
H -2.93 -1.75 -0.02
H 0.96 -1.70 -1.38
H 1.11 -4.14 -1.30
```

Summary:
HOMO-LUMO gap (spin up / spin down) = 5.74 / 5.77 eV
total charge = +1
HOMO level (spin up / spin down) = -9.7 / -9.8 eV
2S+1 = 2

---

No. 3
A structure of composition C26H26N4O2SV. Source: the Open Molecules 2025 dataset; level of theory: ωB97M-V/def2-TZVPD.

XYZ file:
```
60
Properties=species:S:1:pos:R:3
V 0.36 -0.40 0.75
C -1.75 -2.26 2.79
C -1.25 -0.90 2.40
C -1.98 -0.09 1.51
C -1.60 1.25 1.25
C -2.51 2.16 0.50
C -0.42 1.74 1.84
C 0.32 0.97 2.75
C 1.41 1.58 3.57
C -0.08 -0.36 2.98
H -1.16 -3.05 2.31
H -2.79 -2.39 2.50
H -1.67 -2.40 3.87
H -2.92 -0.45 1.11
H -3.28 1.61 -0.04
H -1.97 2.80 -0.19
H -3.02 2.81 1.22
H -0.16 2.78 1.71
H 2.23 0.89 3.74
H 1.00 1.84 4.55
H 1.79 2.50 3.12
H 0.41 -0.93 3.76
O -3.80 1.95 -5.29
C -3.00 0.89 -5.31
O -2.64 0.36 -6.32
C -2.47 0.35 -4.00
C -2.73 -0.97 -3.65
C -2.10 -1.54 -2.56
C -1.15 -0.80 -1.84
C -0.92 0.54 -2.16
C -1.59 1.11 -3.23
N -0.37 -1.38 -0.80
C -0.15 -2.66 -0.78
C 0.68 -3.17 0.29
C 1.01 -4.50 0.46
C 1.91 -4.85 1.46
C 2.46 -3.84 2.24
C 2.04 -2.53 2.04
N 1.16 -2.19 1.10
H -4.13 2.21 -4.42
H -3.41 -1.57 -4.25
H -2.35 -2.55 -2.27
H -0.18 1.11 -1.62
H -1.40 2.14 -3.51
H -0.51 -3.33 -1.55
H 0.56 -5.25 -0.18
H 2.19 -5.88 1.61
H 3.19 -4.06 3.01
H 2.44 -1.73 2.66
S 2.57 0.09 0.28
C 2.72 1.70 -0.30
N 3.97 2.17 -0.55
C 4.19 3.40 -1.06
C 3.12 4.20 -1.33
C 1.85 3.69 -1.04
N 1.66 2.47 -0.53
H 4.76 1.55 -0.37
H 5.22 3.70 -1.23
H 3.25 5.19 -1.74
H 0.96 4.27 -1.23
```

Summary:
HOMO-LUMO gap (spin up / spin down) = 5.88 / 6.13 eV
total charge = +3
HOMO level (spin up / spin down) = -16.7 / -16.7 eV
2S+1 = 3

---

No. 4
A structure of composition C26H27BrN4OS2TeTi. Source: the Open Molecules 2025 dataset; level of theory: ωB97M-V/def2-TZVPD.

XYZ file:
```
63
Properties=species:S:1:pos:R:3
Ti 0.58 0.27 0.26
C 0.70 -1.18 -2.52
C -0.62 -1.65 -1.94
N -0.56 -1.48 -0.48
C 0.45 -2.41 0.14
C 1.69 -1.55 0.33
S 2.55 1.49 0.09
C 3.35 0.72 -1.34
C 2.33 0.64 -2.45
N 1.02 0.15 -1.96
H 1.51 -1.87 -2.28
H 0.61 -1.12 -3.61
H -1.43 -1.05 -2.36
H -0.81 -2.69 -2.22
H -1.47 -1.61 -0.06
H 0.05 -2.76 1.09
H 0.59 -3.27 -0.51
H 2.17 -1.66 1.30
H 2.42 -1.69 -0.46
H 4.19 1.33 -1.64
H 3.74 -0.26 -1.06
H 2.16 1.63 -2.89
H 2.68 0.01 -3.27
H 0.32 0.77 -2.42
Br 2.30 0.44 7.47
C 1.58 0.19 5.74
C 1.25 -1.10 5.31
C 0.72 -1.29 4.05
C 0.53 -0.21 3.17
O 0.00 -0.42 1.98
C 0.87 1.08 3.62
C 0.58 2.22 2.80
N 0.37 2.13 1.54
C -0.10 3.24 0.81
C 0.28 4.54 0.99
C -0.37 5.57 0.27
C -1.41 5.28 -0.57
C -1.80 3.94 -0.78
C -2.93 3.56 -1.54
C -3.23 2.24 -1.67
C -2.36 1.28 -1.13
N -1.31 1.58 -0.39
C -1.08 2.91 -0.16
C 1.38 1.27 4.92
H 1.40 -1.94 5.97
H 0.44 -2.28 3.72
H 0.47 3.19 3.29
H 1.07 4.78 1.69
H -0.05 6.59 0.41
H -1.94 6.07 -1.09
H -3.53 4.32 -2.02
H -4.08 1.90 -2.25
H -2.55 0.23 -1.33
H 1.62 2.27 5.25
Te -0.91 1.69 -4.54
C -1.96 -0.13 -4.71
C -1.53 -1.31 -5.26
C -2.49 -2.37 -5.19
C -3.65 -1.98 -4.60
S -3.57 -0.33 -4.13
H -0.56 -1.40 -5.72
H -2.32 -3.36 -5.59
H -4.54 -2.57 -4.44
```

Summary:
HOMO-LUMO gap = 5.34 eV
HOMO level = -6.2 eV
2S+1 = 1

---

No. 5
A cluster of 6 separate species, C26H27Cl4NO2 in total. Source: the Open Molecules 2025 dataset; level of theory: ωB97M-V/def2-TZVPD.

XYZ file:
```
60
Properties=species:S:1:pos:R:3
C 2.95 -1.45 4.08
Cl 2.00 -2.80 3.49
Cl 3.92 -2.10 5.42
Cl 3.97 -0.78 2.81
Cl 1.69 -0.24 4.64
C -0.14 0.04 1.48
N 0.05 -1.02 0.42
O 0.02 -0.81 -0.80
O 0.33 -2.08 0.92
H -0.25 1.05 1.11
H 0.76 0.09 2.09
H -1.03 -0.31 2.00
C 4.12 3.10 2.81
C 2.96 3.49 3.44
C 1.79 3.61 2.65
C 1.82 3.43 1.25
C 2.99 3.09 0.62
C 4.13 2.92 1.41
H 5.05 2.84 3.29
H 2.85 3.64 4.50
H 0.87 3.92 3.13
H 0.94 3.72 0.70
H 3.01 2.82 -0.43
H 5.02 2.67 0.85
C 1.69 -6.74 -3.15
C 1.96 -5.46 -3.65
C 1.37 -4.31 -3.13
C 0.55 -4.44 -2.06
C 0.35 -5.67 -1.51
C 0.90 -6.85 -2.07
H 2.04 -7.68 -3.55
H 2.70 -5.46 -4.43
H 1.63 -3.42 -3.69
H 0.15 -3.56 -1.57
H -0.35 -5.68 -0.69
H 0.68 -7.77 -1.55
C -2.32 3.10 3.30
C -2.17 2.75 1.97
C -2.03 3.81 1.13
C -2.10 5.12 1.53
C -2.30 5.41 2.85
C -2.44 4.37 3.82
H -2.45 2.38 4.09
H -2.20 1.72 1.65
H -1.86 3.70 0.07
H -2.19 5.90 0.79
H -2.38 6.42 3.21
H -2.72 4.66 4.83
C -3.30 -0.20 -5.27
C -2.03 -0.12 -4.61
C -1.78 -0.93 -3.55
C -2.82 -1.68 -3.07
C -4.09 -1.63 -3.59
C -4.32 -0.96 -4.80
H -3.29 0.27 -6.24
H -1.15 0.33 -5.05
H -0.75 -0.91 -3.21
H -2.64 -2.25 -2.17
H -4.91 -2.19 -3.16
H -5.24 -0.86 -5.34
```

Summary:
HOMO-LUMO gap = 8.88 eV
HOMO level = -8.9 eV
2S+1 = 1
structure (SMILES) = C[N+](=O)[O-].ClC(Cl)(Cl)Cl.c1ccccc1.c1ccccc1.c1ccccc1.c1ccccc1

---

No. 6
The molecule C26H27FN2O5. Source: the Open Molecules 2025 dataset; level of theory: ωB97M-V/def2-TZVPD.

XYZ file:
```
61
Properties=species:S:1:pos:R:3
C 2.82 -3.53 -1.96
H 2.08 -3.45 -2.75
H 3.68 -2.92 -2.22
C 2.21 -3.05 -0.65
N 0.97 -3.74 -0.37
C -0.05 -2.94 0.27
H 0.38 -2.14 0.88
C -1.03 -2.35 -0.77
N -0.49 -1.26 -1.54
C -0.07 -1.38 -2.82
O 0.02 -2.38 -3.51
C 0.27 -0.01 -3.29
C -0.02 0.88 -2.31
C 0.22 2.33 -2.38
O 0.83 2.84 -3.30
C -0.28 3.16 -1.28
C 0.05 4.47 -1.02
C -0.65 4.84 0.16
C -0.73 6.00 0.93
C -1.54 5.96 2.04
C -2.26 4.82 2.40
C -2.19 3.65 1.66
C -1.37 3.69 0.52
O -1.15 2.68 -0.35
O -2.85 2.49 1.92
C -3.66 2.43 3.07
H -4.08 1.43 3.09
H -4.48 3.16 3.01
H -3.08 2.61 3.98
H -2.87 4.86 3.29
H -1.63 6.84 2.66
H -0.18 6.88 0.66
H 0.72 5.07 -1.61
C -0.53 0.13 -1.11
C 0.30 0.37 0.13
C -0.32 0.44 1.38
C 0.43 0.66 2.52
C 1.80 0.80 2.40
C 2.44 0.72 1.18
C 1.68 0.51 0.04
H 2.16 0.47 -0.92
H 3.51 0.84 1.12
F 2.53 1.01 3.52
H -0.04 0.73 3.49
H -1.39 0.36 1.45
H -1.57 0.40 -0.89
O 0.74 0.14 -4.51
H 0.77 -0.74 -4.92
H -1.28 -3.14 -1.48
H -1.93 -2.00 -0.26
H -0.65 -3.58 0.93
C 1.14 -5.07 0.20
H 2.10 -5.46 -0.14
C 0.03 -6.01 -0.27
H -0.94 -5.69 0.09
H 0.22 -7.02 0.09
H 0.01 -6.02 -1.36
H 1.16 -5.04 1.31
H 2.94 -3.17 0.18
H 1.99 -1.99 -0.73
H 3.14 -4.56 -1.89
```

Summary:
HOMO-LUMO gap = 7.68 eV
HOMO level = -8.2 eV
2S+1 = 1
structure (SMILES) = CCN(CC)CCN1C(=O)C(O)=C(C(=O)c2cc3cccc(OC)c3o2)[C@@H]1c1ccc(F)cc1

---

No. 7
A structure of composition C26H27InN7S. Source: the Open Molecules 2025 dataset; level of theory: ωB97M-V/def2-TZVPD.

XYZ file:
```
62
Properties=species:S:1:pos:R:3
In 0.01 -0.47 -0.13
C 2.73 0.08 -2.41
C 3.17 -0.68 -1.20
C 4.50 -1.09 -1.11
C 4.93 -1.80 -0.02
C 4.02 -2.10 0.98
C 2.72 -1.67 0.85
N 2.29 -0.98 -0.23
C 1.71 -1.98 1.91
C 2.04 -2.41 3.18
C 1.01 -2.66 4.08
C -0.31 -2.47 3.70
C -0.57 -2.03 2.42
N 0.43 -1.80 1.56
C -1.93 -1.76 1.90
C -3.06 -2.21 2.56
C -4.31 -1.90 2.04
C -4.39 -1.14 0.90
C -3.23 -0.70 0.28
C -3.32 0.17 -0.94
N -2.02 -1.03 0.76
H 3.50 0.81 -2.69
H 1.81 0.61 -2.23
H 2.58 -0.59 -3.26
H 5.18 -0.84 -1.92
H 5.96 -2.12 0.06
H 4.33 -2.69 1.83
H 3.07 -2.54 3.48
H 1.25 -2.98 5.09
H -1.10 -2.64 4.41
H -2.97 -2.81 3.45
H -5.20 -2.25 2.54
H -5.35 -0.86 0.48
H -4.21 0.78 -0.90
H -3.39 -0.44 -1.85
H -2.46 0.83 -1.03
C 1.40 4.09 2.69
N 0.43 4.13 1.58
C -0.10 5.28 1.02
C -0.97 4.91 0.07
N -0.96 3.52 0.06
C -0.11 3.06 0.99
S 0.24 1.43 1.48
H 1.60 5.11 3.00
H 2.32 3.62 2.35
H 0.99 3.53 3.52
H 0.20 6.26 1.36
H -1.59 5.49 -0.59
H -1.56 2.93 -0.50
N -0.45 1.69 -2.51
C -0.68 0.42 -3.02
C -1.16 0.24 -4.31
C -1.43 -1.03 -4.77
C -1.20 -2.13 -3.94
C -0.74 -1.89 -2.67
N -0.49 -0.64 -2.20
H -0.50 2.41 -3.22
H 0.40 1.81 -1.97
H -1.31 1.11 -4.94
H -1.79 -1.17 -5.78
H -1.39 -3.14 -4.27
H -0.56 -2.71 -1.98
```

Summary:
HOMO-LUMO gap = 8.11 eV
total charge = +3
HOMO level = -16.9 eV
2S+1 = 1

---

No. 8
The molecule C26H27N3O4. Source: the Open Molecules 2025 dataset; level of theory: ωB97M-V/def2-TZVPD.

XYZ file:
```
60
Properties=species:S:1:pos:R:3
C -9.43 -1.43 -0.03
C -8.07 -1.10 0.56
O -7.12 -1.16 -0.49
C -5.82 -0.91 -0.22
C -4.94 -1.01 -1.30
C -3.59 -0.79 -1.13
C -3.08 -0.46 0.12
C -3.95 -0.35 1.18
C -5.31 -0.58 1.03
H -5.95 -0.49 1.89
H -3.57 -0.09 2.16
C -1.60 -0.19 0.27
N -1.19 0.94 -0.53
C -0.21 0.87 -1.45
O 0.42 -0.15 -1.66
C 0.03 2.17 -2.21
H -0.59 2.11 -3.12
H -0.31 3.01 -1.62
C 1.49 2.35 -2.61
C 2.37 2.73 -1.42
N 2.42 1.67 -0.43
C 3.18 0.57 -0.71
O 3.97 0.55 -1.63
C 2.92 -0.65 0.18
C 4.13 -1.55 0.18
C 4.34 -2.41 -0.89
C 5.47 -3.20 -0.93
C 6.39 -3.16 0.11
C 6.17 -2.31 1.18
C 5.05 -1.51 1.21
H 4.89 -0.84 2.05
H 6.89 -2.28 1.99
H 7.27 -3.79 0.08
H 5.63 -3.86 -1.77
H 3.62 -2.43 -1.70
O 2.57 -0.33 1.52
C 1.74 0.72 1.67
C 1.01 0.86 2.84
C 0.18 1.97 2.99
C 0.12 2.88 1.96
N 0.82 2.77 0.85
C 1.62 1.73 0.70
H -0.51 3.76 2.02
H -0.40 2.10 3.89
H 1.10 0.11 3.61
H 2.07 -1.16 -0.31
H 1.99 3.62 -0.92
H 3.39 2.90 -1.77
H 1.57 3.13 -3.36
H 1.86 1.41 -3.04
H -1.68 1.81 -0.38
H -1.02 -1.05 -0.08
H -1.36 0.00 1.32
H -2.92 -0.88 -1.98
H -5.35 -1.28 -2.27
H -8.08 -0.09 1.00
H -7.81 -1.82 1.35
H -9.68 -0.72 -0.81
H -9.41 -2.43 -0.46
H -10.19 -1.40 0.75
```

Summary:
HOMO-LUMO gap = 9.01 eV
HOMO level = -8.4 eV
2S+1 = 1
structure (SMILES) = CCOc1ccc(CNC(=O)CCCN2C(=O)[C@@H](c3ccccc3)Oc3cccnc32)cc1

---

Going through the records in order, we get F_max values of 1.055 3.998 1.762 0.657 3.414 1.572 0.753 0.788 eV Å⁻¹.
Going through the records in order, we get electronic energy values of -11160.993427 -1459.421663 -2717.193971 -5789.187832 -3052.751631 -1592.530518 -1977.837932 -1472.245824 a.u..
Going through the records in order, we get ΔE to the lowest compared entry with this formula, charge and spin values of 16.0 48.7 6.8 0.0 0.0 0.0 6.1 3.0 kcal/mol.